Density functional theory data (ωB97M-V/def2-TZVPD) for an isolated molecule of C18H21ClN2O2.

CARTESIAN COORDINATES (ANGSTROEM)
C -0.9672 -1.0831 0.5093
C 3.2664 2.9695 3.7366
C 3.2086 2.0798 4.8077
H -0.3232 0.4423 1.8752
H 2.8287 3.3357 1.6800
H -0.8937 -2.1668 0.3953
C 3.7461 2.4558 6.1524
H 3.6145 1.6429 6.8609
H 1.8220 1.1537 1.2972
H 3.2345 3.3409 6.5286
C 2.1315 0.4776 3.3317
H -2.0021 1.0487 -3.1659
C 1.0277 -1.2212 2.0558
C 2.6374 0.8410 4.5811
C -4.3050 -2.6283 -4.9535
H -1.0181 -0.9775 2.6657
H 2.5738 0.1197 5.3813
C -0.3764 -0.6470 1.8467
H -4.1948 -1.8584 -6.9558
Cl 3.9700 4.5393 3.9627
H -4.1305 -3.1098 -2.8598
C -0.3044 -0.2632 -3.1146
H 4.8063 2.6957 6.0807
H -5.0220 -3.4025 -5.1755
H 1.6670 -0.9801 1.2007
C -3.8441 -1.7681 -5.9380
C -3.8131 -2.4649 -3.6694
H -1.5477 -1.4272 -1.9383
C -0.2668 -0.4184 -0.6710
H -2.0244 -0.8113 0.4673
C -2.9243 -0.7912 -5.5970
H 0.9736 -2.3099 2.1569
C -2.4949 -0.6966 -4.2763
H 0.1613 -1.0265 -3.7488
H -1.1575 0.9068 -4.7157
O 0.6192 0.4059 -0.5525
H -2.5443 -0.1085 -6.3416
C 2.7722 2.6284 2.4928
H 0.4352 0.5079 -2.8856
O 1.6152 -0.7809 3.2626
C -1.5069 0.3507 -3.8456
N -2.9408 -1.5291 -3.3388
N -0.7105 -0.8565 -1.8646
C 2.2013 1.3851 2.2795

* strongest force on any atom: 0.64 eV/Å
* net charge: 0
* HOMO-LUMO gap: 8.48 eV
* structure (SMILES): Cc1cc(OCCCC(=O)NCCc2ccccn2)ccc1Cl
* calculated total energy: -1418.72363 hartree

Let us look at the Mulliken charges, expressed in e, one per atom: atom 1 (C): -0.78, atom 2 (C): 0.54, atom 3 (C): 0.71, atom 4 (H): 0.31, atom 5 (H): 0.45, atom 6 (H): 0.36, atom 7 (C): -1.56, atom 8 (H): 0.37, atom 9 (H): 0.46, atom 10 (H): 0.35, atom 11 (C): 0.48, atom 12 (H): 0.29, atom 13 (C): -0.72, atom 14 (C): -0.70, atom 15 (C): -0.59, atom 16 (H): 0.38, atom 17 (H): 0.35, atom 18 (C): -0.55, atom 19 (H): 0.40, atom 20 (Cl): -0.24, atom 21 (H): 0.40, atom 22 (C): -0.82, atom 23 (H): 0.36, atom 24 (H): 0.37, atom 25 (H): 0.41, atom 26 (C): -0.29, atom 27 (C): -0.26, atom 28 (H): 0.36, atom 29 (C): 0.68, atom 30 (H): 0.43, atom 31 (C): -0.61, atom 32 (H): 0.36, atom 33 (C): 0.69, atom 34 (H): 0.35, atom 35 (H): 0.33, atom 36 (O): -0.69, atom 37 (H): 0.32, atom 38 (C): -1.05, atom 39 (H): 0.39, atom 40 (O): -0.42, atom 41 (C): -0.74, atom 42 (N): -0.38, atom 43 (N): -0.11, atom 44 (C): -0.34